No. 1
Here is 14 unconnected molecules or ions with the total composition C28H84N2O14 in a non-equilibrium geometry from the OMol25 dataset. Energies are from ωB97M-V/def2-TZVPD.

Summary:
Orbital gap ... 8.97 eV
LUMO level ... 0.1 eV

```
! RIJCOSX wB97M-V def2-TZVPD def2/J DEFGRID3
* xyz 0 1
O 3.6898 -0.3312 2.4299
O -0.0913 1.3908 -0.9721
O 1.2847 -1.4792 -6.4861
O -1.3072 1.4648 -3.2081
O 1.9488 1.4618 -2.6561
O 0.3597 -3.5722 -0.7531
O -2.6612 -2.3102 -2.3221
O -2.3892 -2.2362 3.9089
O 3.1638 3.4048 3.8589
O 3.4728 3.9348 1.0809
O -5.5093 0.0228 1.4919
O -1.4493 2.9508 1.0109
O 5.1018 -2.3532 0.2019
O -2.4072 2.4948 3.4979
N -4.2723 -3.8522 -1.7281
N -2.3362 -4.0812 -0.8251
C 1.9398 3.2478 3.9519
C -0.9442 -3.1802 2.4699
C 0.5097 -1.3732 -5.5211
C 3.9128 -1.5952 2.9459
C -1.0062 -0.7102 -0.6111
C 4.3938 -1.0042 -1.6361
C -2.0052 1.1368 3.6259
C 1.2547 -0.8952 -4.3991
C -1.3652 5.0998 1.8299
C -2.3842 -3.0412 2.9639
C 0.9737 -3.3862 -1.9771
C 4.2958 -2.2652 -0.7071
C -3.1092 -3.3712 -1.5581
C -2.0872 0.4668 -3.8481
C 1.0927 2.8318 2.7489
C -4.5772 0.1818 0.6709
C 1.4328 -0.0572 -0.1321
C -0.3403 -2.5622 -5.2151
C -0.0573 0.4208 -0.2431
C -4.7803 -0.3842 -0.7111
C 1.9578 2.8528 -2.5531
C -3.3862 -2.8972 1.9099
C -1.5193 4.1638 0.6629
C -0.4483 4.5238 -0.4561
C 4.3748 -3.5462 -1.5621
C -4.2122 1.6798 0.4999
C 1.5747 2.4088 5.1599
C 4.1118 2.7138 0.7469
H 1.2367 1.7898 2.6129
H -0.7973 -1.1222 -1.5661
H -0.2283 0.7828 0.7739
H 0.8748 -0.8702 -7.0791
H -0.6913 -3.0402 -6.0711
H -1.1643 1.1208 4.3049
H 2.7968 3.1788 -3.2871
H 0.1597 3.0648 3.1169
H 2.2448 1.5488 5.1209
H 5.2958 -1.1072 -2.1271
H -1.8392 0.5348 2.7359
H 1.2217 3.4958 1.8989
H 2.2328 3.2058 -1.5171
H 0.5857 2.0438 5.1959
H -5.7773 -0.0392 -1.0421
H 3.6468 -3.6962 -2.3321
H -3.0612 -2.1002 1.2559
H -2.1422 0.5278 -4.9231
H -0.7043 1.0558 -2.5211
H 5.0108 -1.5422 0.8039
H 3.6048 2.1918 -0.1511
H 1.0718 3.3268 -3.0281
H -0.7963 -1.5632 0.0609
H 1.6738 -1.0082 0.4049
H -3.6772 -0.1652 1.1789
H 0.5957 -0.4022 -3.6321
H 4.4518 -0.1032 -0.9661
H -3.9972 -0.0722 -1.4751
H 1.7038 2.9108 6.1349
H -4.5102 -4.7272 -1.3001
H 4.2608 0.3478 2.9229
H 2.0398 0.7628 0.3459
H -4.8873 -3.4322 -2.3101
H 1.4777 1.1748 -1.8951
H 0.2817 -3.2132 -4.6991
H -2.7232 -4.7572 -0.1171
H 0.5467 4.3858 -0.2101
H 1.0218 -3.7452 -0.0731
H 4.3177 -4.4712 -0.9731
H -1.7222 2.9058 1.9249
H 3.5308 -0.8702 -2.3271
H -3.3112 2.2858 3.3599
H 4.8017 -2.0122 2.5949
H 1.9887 -0.1482 -4.7281
H -0.9762 -3.7812 1.5299
H 3.0178 -2.1462 2.6469
H 1.9038 -1.6262 -3.9441
H -5.0262 2.2448 0.2189
H 5.0588 2.9758 0.2679
H 4.1877 2.0608 1.6799
H -3.3052 -3.8562 1.4149
H -0.2953 5.1848 1.9159
H -3.2812 1.7408 -0.0821
H 3.2238 3.8038 1.9969
H -0.7523 4.1318 -1.4061
H -1.6892 -0.5922 -3.6471
H -0.4293 5.5838 -0.6851
H -5.3393 0.4888 2.3239
H -1.3152 -3.7312 -0.6991
H 1.3937 -4.2322 -2.4431
H -3.1142 0.4278 -3.3931
H 3.3898 4.1908 4.3889
H 3.2868 -2.3292 -0.2681
H -3.8902 2.0408 1.4749
H -4.7552 -1.5232 -0.6281
H -2.0422 -0.3972 -0.4601
H -1.7942 4.8718 2.8209
H -0.3343 -3.7712 3.1359
H -0.3373 2.1398 -0.4341
H -2.7932 0.6798 4.1939
H 5.2828 -3.5872 -2.1861
H 1.5607 4.2558 4.2559
H -1.7302 5.9898 1.4829
H -2.5652 -3.9912 3.4829
H -4.4282 -2.7652 2.2229
H 1.5997 -2.5362 -2.0481
H 3.9428 -1.5892 4.0759
H -1.2113 -2.3772 -4.6101
H -1.9312 -2.6252 4.6319
H 1.7198 -0.3242 -1.1261
H 0.0877 -3.2342 -2.5761
H -2.4672 4.2458 0.1409
H -0.1933 -0.5592 -5.7741
H -0.5033 -2.2892 2.1199
*
```

Löwdin atomic charge list, values in e, 6 entries: atom 1 (O): -0.155, atom 2 (O): -0.010, atom 3 (O): 0.068, atom 4 (O): -0.142, atom 5 (O): -0.148, atom 6 (O): -0.139

***

No. 2
Here is 13 unconnected molecules or ions with the total composition C28H84O12Si from the OMol25 dataset. Energies are from ωB97M-V/def2-TZVPD.

Summary:
Orbital gap ... 10.00 eV
LUMO level ... 0.4 eV

```
! RIJCOSX wB97M-V def2-TZVPD def2/J DEFGRID3
* xyz 0 1
Si 0.7832 4.0159 2.4919
O -0.2904 -1.6105 -2.2545
O 1.2082 -6.0107 1.6468
O 0.2433 5.3595 -1.4943
O 4.7332 -2.9817 6.7206
O -5.6333 -0.7714 -4.3590
O -2.6534 6.0857 -1.9623
O -7.5034 -4.0138 -6.1144
O 0.4427 0.5209 -3.9882
O 5.0187 -0.5501 4.9496
O -2.9925 2.5899 -6.2910
O -0.8687 3.3537 6.0086
O 3.6856 -4.0423 -0.9313
C -0.5492 5.2412 7.5204
C 3.2094 -2.8407 8.6341
C 0.9097 2.2219 3.1202
C -5.3516 -2.1014 -3.9273
C 6.4317 -0.5691 4.7833
C 1.5395 -4.0821 3.0941
C 2.2324 -0.1422 -5.5039
C 3.6330 -2.2689 7.2955
C -4.0418 6.2519 -2.2547
C -0.4239 1.4921 2.9779
C 0.4567 -2.7341 -1.7884
C 2.0743 1.4941 2.4457
C -4.4308 -2.8158 -4.8977
C 3.4129 1.8032 3.1468
C -4.1143 2.3100 -4.1491
C 6.8488 -1.3895 3.5784
C 4.7005 -3.2309 -0.3415
C -0.3627 3.7549 7.2790
C -0.4117 3.4546 -2.8633
C 4.7385 -1.8483 -0.9661
C 1.8007 -5.5591 2.8575
C -4.0363 1.8971 -5.6046
C -6.4943 -6.0370 -7.0309
C -0.1487 -3.3601 -0.5509
C -7.4514 -5.4356 -6.0185
C 1.8455 0.5439 -4.2061
C -0.1301 3.9851 -1.4716
C -4.3739 7.6986 -2.5673
H -0.3870 3.8464 5.3353
H 4.2237 1.8847 2.4318
H 0.7002 3.4416 -1.0192
H 6.9014 -0.9621 5.6910
H 2.8789 -5.7587 2.8377
H -0.1782 5.5286 8.5052
H -2.1626 2.3758 -5.8497
H 3.6236 1.0197 3.8639
H 7.9323 -1.3791 3.4495
H 1.9070 0.4193 2.4736
H -6.2907 -2.6515 -3.8131
H 3.9632 -1.2381 7.4037
H 1.9662 -3.4807 2.2871
H 1.4844 -2.4201 -1.5792
H 2.8897 -3.8804 8.5288
H -2.4560 6.6247 -1.1874
H -1.0099 3.8596 -0.8293
H 0.1642 -0.4029 -3.9352
H -4.8949 -2.8830 -5.8836
H -4.2586 5.6171 -3.1112
H 0.4438 -4.2136 -0.2310
H -3.4935 -2.2680 -5.0071
H 3.8812 -4.1165 -1.8716
H 1.1453 2.2724 4.1841
H 4.0443 -2.8224 9.3346
H -4.9641 2.1376 -6.1231
H 4.4618 -3.8985 6.5995
H 4.4639 -3.1649 0.7198
H -0.6743 2.3989 -2.8335
H 2.3831 -2.2698 9.0584
H 1.2545 4.9881 3.5054
H -4.8824 -2.0169 -2.9481
H 1.3618 -6.1578 3.6543
H 5.6720 -3.7258 -0.4416
H -1.2327 4.0101 -3.3232
H 6.7399 0.4686 4.6621
H 2.3563 0.0692 -3.3587
H 3.3107 -0.0983 -5.6670
H -0.0125 5.8240 6.7682
H 4.7317 -1.4632 5.0811
H -4.9213 1.7869 -3.6357
H 1.6152 4.1813 1.2828
H -0.4967 5.8413 -1.8816
H 3.3588 2.7548 3.6703
H -3.8730 0.8189 -5.6811
H 0.6961 3.4837 7.3554
H 0.4673 -3.8859 3.1196
H -3.1734 2.0828 -3.6422
H -4.6336 5.8894 -1.4085
H -6.8111 -5.8012 -8.0495
H -1.6044 5.5065 7.4523
H 1.9291 -1.1918 -5.4891
H 2.1700 1.7754 1.3989
H -6.0655 -0.8312 -5.2180
H 0.4839 -3.4538 -2.6053
H -4.2066 -3.8273 -4.5537
H 2.7945 -2.2799 6.5919
H 1.7316 0.3335 -6.3474
H -1.1692 -3.6933 -0.7396
H -5.4319 7.8153 -2.8054
H -4.1411 8.3417 -1.7153
H -0.2912 0.4377 3.2100
H -6.4474 -7.1220 -6.9301
H 4.9564 -1.9140 -2.0349
H 2.1370 1.5936 -4.2295
H 3.7722 -1.3540 -0.8559
H 1.6034 -5.5029 0.9287
H -0.3119 -0.9532 -1.5499
H 6.3848 -0.9919 2.6761
H -0.6312 4.2824 2.1419
H 0.4637 3.5758 -3.5029
H -3.7838 8.0475 -3.4147
H 5.5022 -1.2269 -0.5005
H -7.8059 -3.7887 -7.0008
H -0.9110 3.1757 8.0201
H -7.1234 -5.6592 -5.0047
H -0.8546 1.5944 1.9865
H 6.5259 -2.4277 3.6906
H -4.2799 3.3853 -4.0659
H -5.4924 -5.6290 -6.8942
H -0.1840 -2.6393 0.2701
H 1.9768 -3.7505 4.0369
H -8.4564 -5.8499 -6.1486
H -1.1423 1.8761 3.6970
*
```

Löwdin atomic charge list, values in e, 6 entries: atom 1 (Si): 0.683, atom 2 (O): -0.090, atom 3 (O): -0.084, atom 4 (O): -0.095, atom 5 (O): -0.093, atom 6 (O): -0.090

***

LUMO level of number 2 (C28H84O12Si)?
0.4 eV

***

Which formula does entry 2 have?
C28H84O12Si

***

orbital gap of number 1 (C28H84N2O14)?
8.97 eV

***

What is the orbital gap in the second record?
10.00 eV